{
  "formula": "C20H33BaF6NO4S2Si",
  "method": "ωB97M-V with the def2-TZVPD basis set",
  "total_energy_ha": -2848.0004,
  "homo_energy_ev": -5.87,
  "symbols": ["Ba", "C", "C", "C", "C", "C", "C", "H", "H", "H", "H", "H", "H", "F", "C", "F", "F", "S", "O", "O", "N", "S", "O", "O", "C", "F", "F", "F", "C", "C", "C", "C", "Si", "C", "C", "C", "C", "C", "C", "C", "C", "H", "H", "H", "H", "H", "H", "H", "H", "H", "H", "H", "H", "H", "H", "H", "H", "H", "H", "H", "H", "H", "H", "H", "H", "H", "H", "H"],
  "xyz": [[0.67507, -1.82277, 0.08991], [2.84183, -0.77332, 4.30454], [2.33491, 0.48519, 3.99550], [0.98306, 0.75479, 4.18126], [0.13616, -0.23575, 4.66560], [0.64248, -1.49445, 4.97356], [1.99627, -1.76201, 4.79660], [3.89852, -0.97961, 4.17504], [2.99564, 1.26027, 3.62450], [0.59115, 1.74095, 3.96378], [-0.91519, -0.02126, 4.81581], [-0.01483, -2.26201, 5.36533], [2.39338, -2.73846, 5.04998], [0.65367, -6.75091, 0.37095], [-0.00735, -6.14061, -0.58121], [-1.26880, -6.51058, -0.59594], [0.54728, -6.32958, -1.75929], [-0.01846, -4.28731, -0.20256], [0.57564, -4.07944, 1.10974], [-1.36060, -3.83777, -0.36459], [0.91398, -3.57648, -1.30355], [2.43111, -3.63629, -0.78849], [2.85001, -4.95056, -0.42783], [2.75951, -2.51468, 0.08324], [3.26817, -3.17431, -2.34923], [2.86627, -1.94351, -2.64641], [2.92974, -4.02181, -3.29313], [4.56243, -3.20776, -2.11741], [-3.16041, -0.03330, -1.18719], [-1.93906, 0.54408, -1.91133], [-1.29970, -0.65847, -2.64119], [-2.44293, 1.53933, -2.96484], [-0.63568, 1.19927, -0.59792], [0.66110, 2.33485, -1.53311], [1.17673, 1.59261, -2.77402], [0.17690, 3.71659, -1.99555], [1.89318, 2.53915, -0.63629], [-1.56829, 2.29513, 0.70080], [-2.63976, 3.24917, 0.15743], [-0.55388, 3.12784, 1.49119], [-2.23157, 1.35859, 1.72370], [-3.77374, -0.62025, -1.89043], [-3.80314, 0.74218, -0.76985], [-2.87040, -0.70221, -0.37119], [-1.88891, -0.93521, -3.52763], [-1.29510, -1.55304, -1.99496], [-0.27797, -0.47500, -2.97766], [-3.23335, 1.07908, -3.58185], [-1.64605, 1.84913, -3.64581], [-2.86143, 2.44159, -2.51216], [0.40727, 1.46221, -3.53613], [1.57451, 0.60201, -2.51983], [1.99910, 2.16078, -3.23665], [-0.65630, 3.64707, -2.69867], [0.99300, 4.25872, -2.50486], [-0.14700, 4.34026, -1.15957], [2.25616, 1.59181, -0.22968], [1.69869, 3.20151, 0.20679], [2.71223, 2.98830, -1.22275], [-2.25312, 3.90483, -0.62625], [-3.02031, 3.89438, 0.96855], [-3.49949, 2.71304, -0.25232], [-0.14141, 3.95042, 0.90479], [0.28246, 2.51512, 1.84773], [-1.04769, 3.57337, 2.37177], [-3.02872, 0.75352, 1.28561], [-2.67810, 1.94612, 2.54415], [-1.49887, 0.67544, 2.16149]],
  "atomic_forces_ev_per_a": [[-5.439, 12.185, 4.251], [-0.044, 0.012, -0.020], [-0.035, -0.050, 0.032], [0.031, -0.020, 0.025], [0.068, -0.040, 0.011], [0.031, 0.044, -0.039], [-0.031, 0.014, -0.047], [-0.060, 0.010, -0.003], [-0.036, -0.032, 0.004], [0.006, -0.066, -0.030], [0.028, -0.006, -0.023], [0.025, 0.024, -0.024], [-0.021, 0.047, -0.021], [0.063, -0.330, 0.022], [0.071, 0.826, 0.129], [-0.144, -0.333, -0.020], [0.027, -0.237, -0.081], [-1.183, -4.018, 0.086], [-0.401, -1.375, 0.127], [-0.186, 0.321, -0.311], [0.781, -3.113, -1.664], [3.110, -2.927, -1.813], [0.115, 0.252, 0.195], [3.060, -1.380, -0.267], [-0.455, -0.113, 0.543], [0.153, 0.190, -0.372], [0.119, -0.006, -0.356], [0.278, 0.119, -0.241], [-0.172, -0.034, -0.154], [-0.082, -0.067, -0.153], [-0.028, -0.061, -0.002], [-0.036, -0.047, -0.110], [0.416, -0.347, 0.041], [0.057, 0.133, -0.175], [0.096, 0.112, -0.088], [0.106, 0.090, -0.058], [0.116, 0.196, -0.103], [-0.239, 0.110, 0.169], [-0.089, 0.124, 0.114], [-0.001, 0.095, 0.165], [-0.213, 0.087, 0.110], [0.076, 0.077, 0.084], [0.014, -0.025, -0.003], [0.007, -0.034, 0.008], [0.011, -0.022, 0.099], [-0.047, 0.116, -0.113], [-0.042, -0.018, -0.017], [0.107, 0.063, 0.078], [-0.066, 0.005, 0.042], [0.025, -0.071, -0.010], [0.035, -0.012, 0.018], [0.002, 0.032, 0.002], [-0.084, -0.064, 0.067], [0.036, -0.004, 0.041], [-0.132, -0.092, 0.074], [0.028, -0.035, -0.047], [0.025, -0.064, -0.002], [0.014, -0.042, -0.040], [-0.118, -0.053, 0.089], [-0.015, -0.025, 0.052], [0.045, -0.110, -0.133], [0.074, 0.040, 0.011], [-0.025, -0.035, 0.028], [-0.083, 0.051, -0.041], [0.086, -0.069, -0.125], [0.076, 0.065, 0.064], [0.057, -0.077, -0.115], [0.031, 0.009, 0.037]],
  "mulliken_charge": [2.2700, -0.4331, -0.4356, -0.1676, -0.4403, -0.4477, -0.4376, 0.3954, 0.4068, 0.3835, 0.4067, 0.3930, 0.4034, -0.1725, 0.5826, -0.1729, -0.1857, 0.5685, -0.6082, -0.5833, -0.5744, 1.1784, -0.6088, -0.7694, 0.7388, -0.2248, -0.1949, -0.1877, -2.3532, 2.9496, -1.5990, -1.8069, -1.2984, 2.4965, -2.1031, -1.7137, -1.7738, 2.6081, -1.8196, -2.1278, -1.8826, 0.5400, 0.3746, 0.3535, 0.4433, 0.1368, 0.1797, 0.5545, 0.3415, 0.2402, 0.3223, 0.1320, 0.5845, 0.2638, 0.4932, 0.2931, 0.1952, 0.3286, 0.5017, 0.2765, 0.5134, 0.2759, 0.3112, 0.1380, 0.6539, 0.2905, 0.5494, 0.0541]
}

***

{
  "formula": "C4H4ClN",
  "method": "ωB97M-V with the def2-TZVPD basis set",
  "total_energy_ha": -669.7070,
  "homo_energy_ev": -10.23,
  "symbols": ["N", "C", "C", "C", "C", "Cl", "H", "H", "H", "H"],
  "xyz": [[1.86796, 0.82424, -2.79860], [1.44886, 0.74432, -1.71621], [0.88956, 0.47540, -0.49652], [0.61695, -0.72159, 0.10954], [-0.10404, -0.64171, 1.43310], [-1.88523, -0.19702, 1.16832], [0.79239, 1.39727, 0.15480], [0.95005, -1.62234, -0.24020], [0.27676, 0.24622, 1.81691], [-0.15400, -1.57991, 2.01781]],
  "atomic_forces_ev_per_a": [[-0.449, 0.260, 1.433], [1.458, -0.681, -3.771], [-0.765, -0.269, 4.214], [-0.501, 3.602, 0.211], [-1.290, -1.232, -1.630], [0.610, -0.363, 0.013], [-0.491, -1.033, -0.897], [0.358, -2.221, -1.314], [0.566, 0.994, 1.896], [0.504, 0.942, -0.155]],
  "nbo_charge": [-0.2682, 0.2318, -0.3080, -0.0965, -0.3744, -0.0947, 0.2333, 0.2142, 0.2206, 0.2419]
}

***

{
  "formula": "C22H25N6O4SW",
  "method": "ωB97M-V with the def2-TZVPD basis set",
  "charge": 1,
  "total_energy_ha": -1948.0328,
  "homo_energy_ev": [-10.26, -10.26],
  "symbols": ["W", "N", "C", "S", "N", "N", "C", "C", "C", "C", "C", "C", "C", "O", "H", "H", "H", "H", "H", "H", "H", "C", "N", "C", "C", "O", "N", "C", "N", "H", "H", "H", "H", "H", "H", "H", "C", "C", "C", "C", "C", "C", "C", "C", "C", "C", "O", "O", "H", "H", "H", "H", "H", "H", "H", "H", "H", "H", "H"],
  "xyz": [[-0.18423, 0.37962, 0.22613], [4.19244, -0.21846, -0.69711], [2.84596, -0.16079, -0.57487], [2.18310, 0.36862, 0.94562], [2.11154, -0.49782, -1.59157], [0.77067, -0.53114, -1.24301], [-0.14068, 0.16019, -1.98723], [-1.43178, -0.46321, -2.37990], [-1.89583, -0.55076, -3.68169], [-3.10154, -1.19603, -3.94128], [-3.82423, -1.75749, -2.89671], [-3.37556, -1.66180, -1.58218], [-2.19479, -0.98667, -1.35022], [-1.72789, -0.78082, -0.07566], [4.79216, 0.20867, -0.01771], [4.58201, -0.53436, -1.56809], [0.31610, 0.88615, -2.65733], [-1.31508, -0.12531, -4.49144], [-3.47028, -1.26407, -4.95530], [-4.75900, -2.26408, -3.09894], [-3.94348, -2.06625, -0.75530], [-0.70171, -3.79354, 4.41546], [-0.46847, -2.62419, 3.58209], [-0.83891, -1.25538, 3.94306], [-0.50851, -0.57065, 2.65038], [-0.75576, 0.60727, 2.29663], [0.00397, -1.40263, 1.76027], [-0.05481, -2.63904, 2.31607], [0.27520, -3.71438, 1.62798], [-0.77469, -3.46864, 5.44970], [0.14260, -4.47909, 4.34780], [-1.62429, -4.30235, 4.13463], [-0.25402, -0.87071, 4.77913], [-1.90254, -1.15786, 4.16383], [0.62592, -3.59593, 0.69029], [0.28516, -4.63473, 2.03189], [-1.56136, 8.48769, -0.18427], [-1.32879, 7.00573, -0.23389], [-0.04280, 6.48378, -0.20246], [0.19973, 5.11821, -0.21941], [1.63791, 4.66758, -0.20526], [-0.91213, 4.24951, -0.25567], [-2.23480, 4.75383, -0.31468], [-3.47566, 3.90545, -0.42345], [-2.40463, 6.12810, -0.30630], [-0.69676, 2.81834, -0.20170], [0.47391, 2.25725, -0.30544], [-1.59965, 1.93962, -0.01918], [-0.65722, 9.04338, -0.42626], [-1.88123, 8.78656, 0.81612], [-2.34804, 8.78354, -0.87809], [0.80225, 7.16055, -0.16756], [2.28369, 5.54203, -0.16505], [1.88932, 4.09245, -1.09572], [1.86254, 4.02927, 0.64881], [-3.39945, 3.15556, -1.20862], [-4.32661, 4.54875, -0.63968], [-3.67704, 3.36630, 0.50187], [-3.41004, 6.52790, -0.36591]],
  "atomic_forces_ev_per_a": [[1.330, -0.589, -1.541], [-0.104, -0.132, 0.033], [0.454, -0.042, -0.097], [-0.139, -0.025, -0.061], [-0.452, -0.343, 0.312], [0.125, 0.996, 0.210], [-0.312, -0.287, -0.080], [0.287, -0.026, -0.176], [-0.071, -0.081, -0.094], [0.086, 0.033, 0.056], [-0.017, -0.025, 0.075], [-0.084, 0.009, -0.222], [0.128, 0.021, 0.612], [-0.092, 0.079, -0.163], [-0.024, 0.063, 0.005], [0.003, 0.023, -0.009], [-0.226, 0.239, 0.073], [-0.003, -0.013, 0.000], [-0.005, -0.002, 0.002], [0.005, 0.010, -0.020], [0.000, 0.008, 0.000], [0.047, 0.093, -0.009], [-0.075, 0.012, 0.118], [0.078, -0.140, -0.087], [-0.521, 0.381, 0.195], [0.105, 0.063, 0.491], [-0.436, -0.357, 0.299], [0.229, 0.266, -0.324], [0.112, -0.156, -0.002], [-0.016, -0.014, 0.004], [-0.010, -0.012, -0.008], [0.000, -0.021, 0.011], [0.017, -0.013, 0.020], [-0.017, -0.025, 0.023], [-0.037, 0.034, 0.000], [-0.053, 0.012, 0.011], [-0.003, -0.001, -0.022], [0.006, 0.069, 0.003], [0.019, -0.045, 0.012], [0.085, 0.153, -0.048], [0.005, 0.030, 0.026], [-0.066, -0.266, 0.011], [-0.049, 0.123, -0.043], [0.051, -0.025, 0.036], [0.017, -0.071, -0.012], [0.013, -0.147, -0.160], [-0.196, 0.102, 0.218], [-0.248, 0.032, 0.282], [0.002, -0.010, 0.001], [0.004, -0.014, 0.004], [0.001, -0.004, 0.001], [-0.010, 0.009, -0.002], [0.016, 0.003, 0.010], [-0.019, 0.024, 0.004], [-0.014, 0.022, 0.003], [0.036, 0.003, -0.025], [-0.002, -0.026, 0.013], [0.029, -0.004, 0.022], [0.009, 0.007, 0.008]],
  "nbo_charge": [1.7847, -0.7888, 0.2775, -0.1116, -0.3872, -0.3014, -0.1173, -0.1669, -0.1605, -0.2317, -0.1795, -0.2815, 0.3790, -0.7280, 0.4085, 0.4132, 0.2199, 0.2197, 0.2242, 0.2217, 0.2241, -0.4219, -0.3608, -0.3025, 0.6680, -0.6032, -0.5697, 0.6809, -0.7390, 0.2404, 0.2197, 0.2222, 0.2581, 0.2580, 0.4434, 0.4232, -0.6396, 0.0748, -0.2399, 0.0901, -0.6361, -0.1939, 0.0912, -0.6369, -0.2379, 0.8000, -0.6592, -0.6508, 0.2246, 0.2359, 0.2299, 0.2157, 0.2181, 0.2371, 0.2347, 0.2354, 0.2193, 0.2367, 0.2159]
}

***

{
  "formula": "C5H8NS",
  "method": "ωB97M-V with the def2-TZVPD basis set",
  "charge": 1,
  "total_energy_ha": -647.9474,
  "homo_energy_ev": -14.76,
  "symbols": ["C", "C", "C", "C", "C", "N", "S", "H", "H", "H", "H", "H", "H", "H", "H"],
  "xyz": [[0.43009, -1.10015, -2.63422], [-0.41841, -0.36525, -1.72401], [1.41889, -1.69064, -1.97375], [-0.29809, -0.31176, 2.02387], [-0.50847, 0.58539, 0.85507], [0.05209, -0.43160, -0.49164], [1.50740, -1.21421, -0.34532], [0.22998, -1.39504, -3.70241], [-1.35098, 0.06606, -2.19733], [2.20942, -2.35478, -2.29947], [-0.78747, -1.21373, 1.79589], [-0.93183, 0.05197, 2.80526], [0.75903, -0.39835, 2.08847], [0.12289, 1.39166, 0.79005], [-1.59836, 0.87586, 0.75276]],
  "atomic_forces_ev_per_a": [[-2.075, -0.302, -1.297], [0.365, -1.029, -2.329], [2.353, -0.399, 1.248], [-0.648, 0.983, -1.230], [-1.981, -3.006, -1.535], [-2.208, 3.388, 1.427], [-0.451, -0.428, -0.230], [-0.041, 0.875, 1.319], [0.985, -0.049, 1.741], [-0.178, 0.054, -0.313], [-0.210, -1.585, -0.304], [0.588, 0.597, 1.199], [0.697, -0.388, 1.409], [1.437, 1.879, -0.327], [1.367, -0.590, -0.779]],
  "nbo_charge": [-0.2798, 0.0947, -0.3445, -0.6568, -0.0700, -0.4996, 0.7438, 0.2797, 0.2766, 0.2796, 0.2359, 0.2661, 0.2221, 0.2106, 0.2416]
}